(1)
{
  "formula": "C23H20Cl3F6IrO5S2Sb",
  "method": "ωB97M-V with the def2-TZVPD basis set",
  "species": ["Ir", "O", "C", "O", "C", "C", "C", "C", "C", "C", "S", "H", "H", "H", "H", "Cl", "C", "Cl", "H", "H", "C", "C", "C", "C", "C", "C", "C", "S", "C", "O", "H", "H", "H", "H", "H", "H", "H", "H", "H", "H", "F", "Sb", "F", "F", "F", "F", "F", "Cl", "C", "C", "C", "C", "C", "C", "C", "O", "O", "H", "H", "H", "H"],
  "xyz": [[0.31426, 0.15665, -0.45116], [-3.66743, 0.32354, 0.29949], [-2.59444, 0.82672, 0.05099], [-1.48648, 0.20842, 0.38384], [-2.56598, 2.19399, -0.59637], [-3.78218, 2.86124, -0.63261], [-3.90470, 4.11564, -1.21703], [-2.81294, 4.72632, -1.81261], [-1.59085, 4.07810, -1.80521], [-1.46473, 2.83372, -1.18510], [0.16913, 2.22198, -1.22786], [-4.63734, 2.36850, -0.19269], [-4.86652, 4.61078, -1.21588], [-2.91014, 5.69363, -2.28535], [-0.72709, 4.52940, -2.27683], [2.56180, -0.09794, -1.26319], [3.13318, -1.80410, -0.95507], [2.51372, -2.89914, -2.16462], [2.80524, -2.08742, 0.03955], [4.20953, -1.72206, -1.05057], [-0.47714, -5.15417, 3.21254], [-0.73684, -4.30399, 2.00314], [-0.18799, -4.62764, 0.72396], [-0.54909, -3.94171, -0.37740], [-1.56139, -2.91411, -0.32105], [-2.24013, -2.65391, 0.80295], [-1.96836, -3.43828, 2.04222], [-1.83611, -1.77811, -1.66646], [-1.83320, -2.88645, -3.05908], [-0.49749, -1.01915, -1.94853], [0.42788, -5.74562, 3.09432], [-1.32598, -5.83386, 3.34858], [-0.40784, -4.56045, 4.12246], [0.61406, -5.34780, 0.66579], [-0.00675, -4.10975, -1.29706], [-2.99268, -1.87343, 0.86114], [-2.82779, -4.11020, 2.21816], [-0.83823, -3.30832, -3.18151], [-2.10151, -2.29846, -3.93364], [-2.58162, -3.65760, -2.88044], [0.53630, -1.62537, 0.38913], [1.08403, -2.54368, 2.58262], [-1.93065, -2.59476, 3.12476], [0.35405, -1.10131, 3.65270], [1.94098, -3.31962, 4.07617], [2.45246, -1.26763, 2.21088], [2.20906, -3.64236, 1.37594], [2.88971, 4.78636, 6.30748], [2.37192, 4.06639, 4.83139], [2.21153, 2.68812, 4.76782], [1.79892, 2.11023, 3.58380], [1.54575, 2.92710, 2.47704], [1.70472, 4.31273, 2.55149], [2.12336, 4.88522, 3.73355], [1.11122, 2.28051, 1.25198], [0.77678, 3.04276, 0.22840], [1.06397, 1.03848, 1.17053], [2.40817, 2.07949, 5.63864], [1.66115, 1.03835, 3.51433], [1.50645, 4.93361, 1.68909], [2.26041, 5.95346, 3.81854]],
  "atomic_forces_ev_per_a": [[-0.42, -0.03, -0.16], [0.02, 0.05, 0.03], [0.00, -0.04, 0.06], [0.13, 0.01, -0.01], [0.03, 0.00, -0.07], [-0.02, 0.03, -0.03], [0.00, -0.02, 0.01], [-0.01, 0.00, 0.00], [0.00, -0.03, 0.01], [-0.01, 0.03, 0.00], [0.30, 0.18, 0.53], [0.00, 0.00, 0.00], [0.00, -0.01, 0.00], [0.00, 0.00, 0.00], [0.00, 0.00, 0.01], [-0.03, 0.03, -0.11], [-0.01, -0.04, 0.02], [0.00, 0.01, 0.02], [-0.01, 0.02, -0.03], [0.00, 0.01, 0.02], [-0.36, -0.27, 0.00], [1.02, 1.51, 0.86], [-0.27, -0.31, -0.67], [0.11, -0.34, -0.14], [-0.14, 0.09, 0.12], [0.06, 0.13, -0.15], [-0.45, -0.59, -0.20], [-0.06, -0.06, 0.10], [0.02, 0.05, -0.05], [0.07, 0.00, 0.00], [0.04, 0.05, 0.03], [0.05, -0.08, -0.06], [-0.02, -0.06, -0.01], [0.00, -0.01, 0.07], [-0.07, -0.06, -0.03], [0.10, 0.06, 0.04], [0.03, -0.04, -0.10], [-0.01, -0.02, 0.01], [0.01, 0.00, -0.01], [0.00, 0.01, 0.01], [0.28, -0.10, 0.50], [0.16, -0.04, -0.56], [-0.06, 0.12, 0.26], [-0.01, -0.11, -0.17], [-0.15, -0.01, 0.01], [-0.12, -0.05, 0.04], [-0.04, 0.08, 0.15], [-0.01, -0.01, -0.02], [0.01, 0.04, 0.02], [-0.01, -0.03, -0.02], [0.01, 0.04, 0.02], [0.01, -0.02, -0.04], [0.00, -0.02, 0.00], [0.00, 0.00, 0.00], [-0.04, -0.05, -0.10], [-0.22, -0.02, -0.45], [0.07, -0.06, 0.23], [0.00, 0.01, 0.00], [0.00, -0.02, -0.01], [0.00, 0.00, -0.01], [0.00, 0.00, 0.00]],
  "lowdin_charge": [1.121, 0.094, -0.561, -0.212, -0.098, 0.017, -0.016, -0.039, -0.077, -0.408, 1.041, 0.131, 0.122, 0.120, 0.115, 0.642, -0.861, 0.623, -0.018, 0.049, -0.056, -0.279, -0.085, -0.062, -0.379, 0.027, -0.309, 1.065, -0.201, -0.656, 0.101, 0.108, 0.085, 0.131, 0.090, 0.116, 0.184, 0.060, 0.069, 0.081, -0.523, 1.656, 0.018, -0.417, -0.376, -0.382, -0.427, 0.731, -0.643, -0.061, 0.035, -0.125, 0.008, -0.078, -0.437, -0.197, -0.125, 0.120, 0.109, 0.125, 0.114],
  "lumo_ev": -4.2,
  "relative_energy_kcal_mol": 66.4,
  "charge": 1,
  "homo_energy_ev": -11.32,
  "multiplicity": 1,
  "energy_ha": -4385.2122,
  "orbital_gap_ev": 7.0920
}

***

(2)
{
  "formula": "C8H15BIO7P",
  "method": "ωB97M-V with the def2-TZVPD basis set",
  "species": ["C", "C", "C", "O", "C", "O", "P", "O", "I", "B", "C", "O", "H", "H", "H", "H", "H", "H", "H", "H", "H", "H", "H", "O", "C", "O", "C", "C", "O", "H", "H", "H", "H"],
  "xyz": [[-1.37492, -1.27403, 1.46531], [-1.51302, -0.36583, 0.22341], [-1.21165, 1.07039, 0.63195], [-0.58566, 1.81986, -0.44205], [0.76838, 1.78593, -0.46819], [1.35789, 1.39502, -1.46072], [1.76323, 2.55383, 0.95925], [1.56549, 1.52881, 2.21390], [4.04013, 2.02210, 0.21815], [-2.52319, 1.91993, 1.04884], [-2.38048, 3.05910, 2.12259], [-3.73139, 1.69503, 0.49267], [-1.66988, -0.71692, 2.34640], [-1.99568, -2.15083, 1.37770], [-0.34274, -1.58459, 1.55860], [-0.81991, -0.73721, -0.52088], [-2.52409, -0.49345, -0.13923], [-0.59669, 1.03339, 1.52015], [1.37382, 0.62718, 1.94601], [-2.97243, 2.77548, 2.99001], [-1.35432, 3.14378, 2.45331], [-2.73429, 4.01173, 1.75504], [-3.67557, 1.19628, -0.32295], [1.81261, -4.27240, -0.27514], [1.94868, -3.46014, -1.12535], [2.34790, -3.72394, -2.39231], [2.16542, -2.53803, -3.17834], [2.20343, -1.44785, -2.12998], [1.72268, -2.13268, -0.96361], [2.95143, -2.44670, -3.92254], [1.19992, -2.59975, -3.68385], [3.21597, -1.09048, -1.93604], [1.56893, -0.60300, -2.36207]],
  "atomic_forces_ev_per_a": [[-0.02, 0.54, -0.57], [0.33, -0.54, 0.75], [-1.27, -0.23, -0.06], [0.64, 0.18, 0.16], [0.94, -1.25, -1.54], [-1.02, 0.88, 1.07], [0.14, 0.58, 0.27], [-0.31, 0.13, -0.19], [-0.22, -0.07, -0.02], [0.55, 0.52, 0.33], [0.03, -0.76, -0.17], [-0.13, 0.33, -0.20], [-0.11, -0.07, 0.39], [-0.13, -0.34, 0.05], [0.26, -0.14, 0.24], [0.09, 0.12, -0.39], [-0.23, 0.17, -0.45], [0.48, 0.22, 0.04], [0.24, -0.41, 0.11], [-0.21, 0.12, 0.21], [0.29, 0.22, 0.13], [-0.17, 0.28, -0.03], [-0.16, -0.47, -0.13], [-0.05, -0.21, 0.23], [0.04, 0.16, -0.18], [-0.02, 0.08, -0.03], [-0.03, 0.00, -0.03], [0.09, 0.05, -0.17], [-0.02, 0.05, -0.07], [0.09, -0.16, 0.07], [-0.02, 0.00, 0.04], [0.00, -0.02, 0.03], [-0.11, 0.01, 0.11]],
  "lowdin_charge": [-0.062, -0.173, -0.244, -0.016, -0.651, -0.025, 0.560, -0.406, 0.434, -0.447, 0.018, 0.183, 0.079, 0.076, 0.074, 0.108, 0.098, 0.096, 0.045, 0.074, 0.051, 0.069, 0.102, 0.168, -0.577, 0.061, -0.109, -0.124, 0.040, 0.132, 0.132, 0.129, 0.103],
  "lumo_ev": -0.1,
  "charge": 0,
  "homo_energy_ev": -9.41,
  "multiplicity": 1,
  "energy_ha": -1504.4930,
  "orbital_gap_ev": 9.2803,
  "smiles": "CC[C@@H](OC(=O)P(O)I)B(C)O.O=C1OCCO1"
}

***

(3)
{
  "formula": "C16H12AuN4O4S",
  "method": "ωB97M-V with the def2-TZVPD basis set",
  "species": ["Au", "O", "C", "O", "C", "C", "C", "C", "C", "N", "C", "O", "O", "H", "H", "H", "C", "N", "C", "C", "N", "C", "S", "C", "C", "C", "C", "C", "N", "H", "H", "H", "H", "H", "H", "H", "H", "H"],
  "xyz": [[0.93279, -0.94338, 0.00066], [2.79554, -0.27904, -3.46769], [2.46067, -0.47312, -2.33625], [1.24124, -0.87905, -1.97571], [3.40417, -0.27903, -1.17436], [4.77841, -0.18016, -1.21144], [5.46578, -0.13393, 0.00060], [4.77844, -0.18031, 1.21267], [3.40420, -0.27908, 1.17557], [2.78791, -0.29682, 0.00061], [2.46081, -0.47353, 2.33748], [2.79586, -0.27992, 3.46896], [1.24132, -0.87925, 1.97697], [5.27545, -0.16306, -2.17139], [6.54662, -0.09279, 0.00054], [5.27548, -0.16336, 2.17262], [-3.65463, -3.43476, -0.00042], [-3.57784, -1.97598, -0.00036], [-4.66422, -1.12645, -0.00034], [-4.18914, 0.12097, -0.00023], [-2.79008, 0.05024, -0.00023], [-2.43504, -1.26701, -0.00025], [-0.98801, -2.20679, -0.00034], [-1.97982, 1.24093, -0.00030], [-2.59764, 2.48687, -0.00030], [-1.79839, 3.61279, -0.00057], [-0.42020, 3.46999, -0.00081], [0.08835, 2.19014, -0.00071], [-0.67495, 1.09103, -0.00046], [-4.70272, -3.71672, -0.00039], [-3.16597, -3.83320, 0.88660], [-3.16607, -3.83314, -0.88752], [-5.67645, -1.48859, -0.00043], [-4.73121, 1.04350, -0.00018], [-3.66719, 2.60812, -0.00011], [-2.25491, 4.59310, -0.00060], [0.24160, 4.32371, -0.00105], [1.15983, 2.02710, -0.00081]],
  "atomic_forces_ev_per_a": [[0.74, -0.22, 0.00], [0.04, -0.07, 0.06], [-0.29, -0.01, -0.18], [-0.28, 0.01, -0.36], [0.08, 0.03, 0.02], [0.05, 0.11, 0.01], [-0.07, 0.00, 0.00], [0.05, 0.11, -0.01], [0.08, 0.03, -0.02], [0.37, -0.15, 0.00], [-0.29, 0.00, 0.18], [0.04, -0.07, -0.06], [-0.28, 0.01, 0.36], [0.03, -0.02, 0.02], [0.00, 0.04, 0.00], [0.03, -0.02, -0.02], [0.02, 0.03, 0.00], [-0.09, -0.08, 0.00], [0.02, -0.13, 0.00], [0.10, 0.07, 0.00], [-0.06, 0.08, 0.00], [0.09, 0.03, 0.00], [-0.25, 0.07, 0.00], [-0.08, -0.09, 0.00], [-0.07, 0.04, 0.00], [0.02, 0.01, 0.00], [0.01, 0.02, 0.00], [-0.05, -0.08, 0.00], [0.02, 0.25, 0.00], [-0.01, 0.01, 0.00], [-0.01, 0.01, 0.02], [-0.01, 0.01, -0.02], [0.02, -0.02, 0.00], [0.02, 0.00, 0.00], [0.01, 0.01, 0.00], [0.00, 0.00, 0.00], [-0.01, 0.00, 0.00], [0.00, 0.00, 0.00]],
  "lowdin_charge": [1.109, 0.154, -0.536, -0.179, -0.147, 0.057, 0.020, 0.057, -0.147, -0.021, -0.536, 0.154, -0.179, 0.140, 0.128, 0.140, -0.028, -0.126, -0.007, -0.007, 0.050, -0.566, 0.760, -0.223, 0.016, -0.024, -0.029, -0.109, 0.079, 0.101, 0.094, 0.094, 0.140, 0.118, 0.104, 0.125, 0.119, 0.103],
  "lumo_ev": -4.4,
  "relative_energy_kcal_mol": 16.4,
  "charge": 1,
  "homo_energy_ev": -12.08,
  "multiplicity": 1,
  "energy_ha": -1670.5638,
  "orbital_gap_ev": 7.6969
}

***

(4)
{
  "formula": "CH4IN3O2",
  "method": "ωB97M-V with the def2-TZVPD basis set",
  "species": ["C", "N", "N", "N", "O", "O", "I", "H", "H", "H", "H"],
  "xyz": [[0.49697, 0.03420, 0.08654], [-0.40493, -2.22083, 0.16192], [0.68152, 2.41097, 0.09967], [-0.53649, -0.90679, -0.05471], [1.66325, -0.16996, -0.09785], [-0.07114, 1.21597, 0.25861], [-2.55983, 0.05451, 0.22455], [-0.01716, -2.65263, 0.95904], [-0.66359, -2.80450, -0.60553], [-0.02902, 2.91499, -0.49870], [1.44043, 2.12407, -0.53353]],
  "atomic_forces_ev_per_a": [[-0.46, -0.48, -0.81], [-0.22, 0.87, -1.21], [-0.46, 0.27, -1.34], [-0.94, 0.49, 0.54], [0.47, -0.19, 0.22], [-0.65, 0.09, 0.80], [0.64, -1.07, 0.04], [0.28, 0.16, 1.11], [0.05, -0.15, -0.24], [1.31, -0.27, 0.74], [-0.02, 0.28, 0.16]],
  "lowdin_charge": [-0.665, 0.012, 0.099, -0.381, 0.109, -0.283, 0.712, 0.097, 0.097, 0.118, 0.086],
  "lumo_ev": -0.9,
  "relative_energy_kcal_mol": 9.3,
  "charge": 0,
  "homo_energy_ev": -9.06,
  "multiplicity": 1,
  "energy_ha": -652.8272,
  "orbital_gap_ev": 8.1545
}